A gas-phase ion, C4H10N4O2 (charge +2) at a distorted geometry, computed with ωB97M-V/def2-TZVPD.

Structure (ORCA input):
```
! RIJCOSX wB97M-V def2-TZVPD def2/J DEFGRID3
* xyz 2 1
C -2.479 -0.877 -0.325
N -1.569 -0.409 0.690
C -0.327 -0.630 0.813
N 0.502 -0.948 -0.197
C 1.663 -0.245 -0.246
O 1.250 1.226 -0.601
N 0.384 1.506 0.210
N -0.369 2.479 0.208
C 3.021 -0.733 -0.519
O 2.526 -0.346 0.784
H -3.230 -0.116 -0.268
H -1.939 -0.951 -1.278
H -2.904 -1.875 -0.185
H -2.226 -0.268 1.492
H 0.096 -0.381 1.812
H -0.089 -1.215 -1.054
H -0.118 3.243 -0.461
H -1.149 2.515 0.738
H 3.114 -1.814 -0.537
H 3.844 -0.160 -1.075
*
```

Properties
relative energy (zero: lowest compared OMol25 entry of this formula, charge and spin)	5.110	eV
F_max	0.149	Eh/bohr
E	-14342.30256	eV
orbital gap	10.1804	eV
E_HOMO	-19.7	eV
structure (SMILES)	C/[NH+]=C\N[C@]1(ON=[NH2+])CO1



A molecular structure, C38H21N8PdTe, computed with ωB97M-V/def2-TZVPD.

Structure (ORCA input):
```
! RIJCOSX wB97M-V def2-TZVPD def2/J DEFGRID3
* xyz -1 1
Pd 0.061 -0.042 -1.297
C -0.643 6.485 -1.341
C 0.756 6.483 -1.247
C 1.468 5.296 -1.218
C 0.749 4.111 -1.286
C 1.162 2.711 -1.237
N 2.414 2.327 -1.059
C 2.789 1.071 -0.980
C 4.143 0.659 -0.614
C 5.258 1.380 -0.215
C 6.382 0.665 0.166
C 6.385 -0.735 0.158
C 5.266 -1.451 -0.233
C 4.147 -0.730 -0.623
C 2.796 -1.148 -0.994
N 2.430 -2.411 -1.081
C 1.179 -2.796 -1.232
N 0.073 -2.023 -1.343
C -1.041 -2.802 -1.364
N -2.295 -2.422 -1.414
C -2.683 -1.158 -1.427
N -1.912 -0.048 -1.436
C -2.693 1.062 -1.441
N -2.311 2.324 -1.450
C -1.054 2.712 -1.400
N 0.057 1.936 -1.324
C -0.640 4.111 -1.382
C -1.357 5.300 -1.408
C -4.090 0.643 -1.440
C -5.281 1.358 -1.411
C -6.463 0.638 -1.370
C -6.456 -0.765 -1.361
C -5.268 -1.474 -1.393
C -4.084 -0.749 -1.431
C -0.624 -4.202 -1.299
C -1.343 -5.388 -1.267
C -0.628 -6.570 -1.164
C 0.771 -6.566 -1.091
C 1.484 -5.379 -1.118
C 0.764 -4.199 -1.224
N 2.046 -0.043 -1.214
H -1.171 7.430 -1.355
H 1.284 7.427 -1.189
H 2.548 5.278 -1.141
H 5.234 2.462 -0.197
H 7.269 1.194 0.492
H 7.274 -1.264 0.479
H 5.245 -2.533 -0.224
H -2.437 5.290 -1.477
H -5.273 2.440 -1.416
H -7.409 1.162 -1.337
H -7.398 -1.297 -1.321
H -5.249 -2.557 -1.384
H -2.424 -5.378 -1.315
H -1.156 -7.514 -1.133
H 1.298 -7.507 -1.001
H 2.564 -5.357 -1.051
Te 0.220 -0.564 1.745
C -0.032 -0.033 3.787
C 1.014 0.531 4.526
C 0.883 0.785 5.887
C -0.303 0.491 6.548
C -1.362 -0.042 5.823
C -1.229 -0.295 4.463
H 1.943 0.769 4.022
H 1.716 1.212 6.435
H -0.400 0.672 7.612
H -2.299 -0.268 6.321
H -2.064 -0.707 3.908
*
```

Properties
relative energy (zero: lowest compared OMol25 entry of this formula, charge and spin)	0.101	eV
F_max	0.017	Eh/bohr
E	-62445.95806	eV
orbital gap	3.9694	eV
E_HOMO	-3.0	eV